Computed, not measured: a structure of composition C3H6MnO4 in a non-equilibrium geometry, with ωB97M-V/def2-TZVPD.

CARTESIAN COORDINATES (ANGSTROEM)
O 0.495 0.365 -1.687
C -0.002 0.450 -0.491
C 0.234 -0.951 -2.231
O 0.505 1.860 3.490
O -0.664 -0.605 -0.110
C -0.700 -1.573 -1.183
Mn -0.464 1.994 1.856
H 1.193 -1.470 -2.321
H -0.231 -0.827 -3.212
H -0.344 -2.529 -0.790
H -1.738 -1.659 -1.520
O 0.184 1.428 0.232
H 0.233 2.204 4.349
H 1.299 1.313 3.619

Forces on atoms 1 to 2 (eV/Å):
O -0.056 0.841 0.880
C 0.346 -2.224 -2.404

Its multiplicity is 6. The calculation puts the HOMO energy (spin up / spin down) at -0.70652 / -0.70591 Ha. The calculation puts the largest force on an atom at 3.29 eV/A. The relative energy (zero: lowest compared OMol25 entry of this formula, charge and spin) comes out at 0.0 kcal per mole. As for the total energy: -1569.2356 hartree. Its charge is +2. Its expectation value of S² is 8.75.